[1]
Computed, not measured: C21H25AgN2OPS as an isolated structure in a non-equilibrium geometry, with the ωB97M-V functional and the def2-TZVPD basis.

Positions of all 52 atoms, in Å:
Ag  -0.920  0.689  0.459
N  1.918  -0.567  1.407
P  1.090  -0.341  -0.046
C  1.047  -2.062  -0.784
C  -0.167  -2.705  -0.879
C  -0.247  -3.960  -1.521
C  0.907  -4.397  -2.177
C  2.145  -3.763  -2.060
C  2.245  -2.592  -1.332
C  2.131  0.509  -1.221
C  1.555  1.253  -2.274
C  2.395  1.993  -3.110
C  3.798  2.019  -2.946
C  4.343  1.278  -1.904
C  3.515  0.536  -1.096
C  1.916  0.439  2.381
C  2.822  0.340  3.475
C  2.880  1.345  4.460
C  1.951  2.384  4.308
C  1.014  2.331  3.272
N  1.020  1.372  2.371
H  2.601  -1.314  1.523
H  -1.107  -2.350  -0.558
H  -1.225  -4.404  -1.679
H  0.816  -5.273  -2.843
H  3.004  -4.144  -2.653
H  3.182  -2.082  -1.326
H  0.486  1.350  -2.468
H  2.110  2.668  -3.876
H  4.447  2.584  -3.665
H  5.481  1.137  -1.808
H  4.003  0.039  -0.267
H  3.379  -0.604  3.541
H  3.670  1.234  5.301
H  1.983  3.230  4.978
H  0.277  3.095  3.091
C  -5.125  2.083  -1.930
C  -5.386  1.029  -0.862
S  -3.819  0.288  -0.375
O  -2.951  1.458  0.030
C  -4.347  -0.506  1.186
C  -3.155  -0.730  2.130
H  -6.081  2.629  -2.023
H  -4.909  1.588  -2.911
H  -4.295  2.771  -1.710
H  -6.054  0.236  -1.178
H  -5.872  1.457  0.026
H  -4.961  -1.342  0.890
H  -4.930  0.283  1.651
H  -2.748  -1.762  1.888
H  -3.476  -0.782  3.135
H  -2.354  0.034  1.980

Results
* multiplicity: 1
* E_LUMO: -2.04 eV
* frontier orbital gap: 9.19 eV
* charge: +1
* relative energy (zero: lowest compared OMol25 entry of this formula, charge and spin): 0.382 eV
* molar mass: 492.4 g mol⁻¹


[2]
Computed, not measured: a 3-piece molecular cluster, C21H25BBrO11S3 overall in a non-equilibrium geometry, with the ωB97M-V functional and the def2-TZVPD basis.

Positions of all 62 atoms, in Å:
C  -0.206  6.587  3.774
C  -0.762  5.651  4.310
C  -1.491  4.381  4.827
C  -0.656  3.156  4.277
C  -0.925  2.821  2.864
C  -0.160  1.723  2.314
C  0.834  0.981  3.122
C  1.100  1.324  4.514
C  2.200  0.536  5.311
O  3.410  0.831  5.211
O  1.786  -0.429  6.061
C  0.319  2.446  5.092
B  0.658  2.823  6.623
C  1.112  4.336  6.959
O  0.607  1.866  7.668
C  1.596  -0.182  2.400
O  1.875  -1.226  2.929
C  1.930  0.116  0.887
S  3.510  -0.424  0.126
C  1.005  0.797  0.149
Br  1.299  1.180  -1.732
C  -0.326  1.295  0.822
O  -1.377  1.373  0.223
H  0.304  7.257  3.066
H  -1.551  4.373  5.938
H  -2.511  4.356  4.356
H  -1.655  3.399  2.248
H  1.934  4.672  6.261
H  1.542  4.414  7.991
H  0.257  5.038  6.777
H  1.548  1.665  7.857
H  4.247  0.741  0.225
O  0.514  -0.608  -7.164
S  1.104  -0.736  -5.861
O  1.894  0.313  -5.283
O  1.944  -2.106  -5.804
C  2.937  -2.337  -6.807
C  4.203  -1.545  -6.541
C  -0.146  -1.190  -4.705
H  2.537  -2.120  -7.801
H  3.167  -3.404  -6.779
H  4.027  -0.474  -6.653
H  4.991  -1.834  -7.238
H  4.552  -1.709  -5.520
H  -0.724  -2.021  -5.104
H  -0.789  -0.324  -4.557
H  0.330  -1.466  -3.765
O  -2.510  -1.961  -2.783
S  -2.870  -2.885  -1.747
O  -1.914  -3.791  -1.186
O  -4.160  -3.721  -2.221
C  -4.103  -4.401  -3.479
C  -3.297  -5.684  -3.390
C  -3.649  -1.999  -0.435
H  -3.709  -3.740  -4.256
H  -5.132  -4.640  -3.751
H  -2.242  -5.473  -3.211
H  -3.376  -6.252  -4.319
H  -3.649  -6.303  -2.563
H  -4.411  -1.346  -0.855
H  -2.883  -1.408  0.067
H  -4.086  -2.713  0.260

Results
* multiplicity: 1
* E_LUMO: 1.50 eV
* frontier orbital gap: 6.24 eV
* charge: -1
* relative energy (zero: lowest compared OMol25 entry of this formula, charge and spin): 0.000 eV
* molar mass: 640.3 g mol⁻¹


[3]
Computed, not measured: C21H25BrIrN8O as an isolated structure, with the ωB97M-V functional and the def2-TZVPD basis.

Positions of all 57 atoms, in Å:
Ir  0.021  -0.367  -1.116
N  2.414  1.960  -1.163
C  2.910  0.687  -1.337
C  4.300  0.576  -1.476
C  4.877  -0.653  -1.643
C  4.042  -1.776  -1.663
C  2.702  -1.597  -1.512
N  2.092  -0.378  -1.346
C  1.158  2.460  -1.370
C  1.047  3.853  -1.511
C  -0.170  4.433  -1.727
C  -1.296  3.603  -1.821
C  -1.126  2.266  -1.656
N  0.079  1.660  -1.406
H  3.131  2.671  -1.110
H  4.900  1.477  -1.464
H  5.948  -0.749  -1.761
H  4.436  -2.774  -1.795
H  2.064  -2.461  -1.515
H  1.948  4.451  -1.461
H  -0.256  5.505  -1.843
H  -2.279  4.001  -2.029
H  -1.953  1.593  -1.756
O  -5.514  -3.024  -1.987
C  -4.459  -2.288  -1.749
C  -4.476  -0.915  -1.459
C  -3.295  -0.256  -1.227
N  -2.081  -0.858  -1.273
C  -2.124  -2.175  -1.523
Br  -0.357  -2.903  -1.463
C  -3.214  -2.946  -1.768
H  -6.353  -2.538  -1.968
H  -5.407  -0.366  -1.407
H  -3.333  0.788  -0.960
H  -3.150  -4.007  -1.969
C  1.155  -1.352  1.474
N  1.176  -1.335  2.897
C  1.473  0.018  3.378
N  0.430  0.950  2.937
C  0.381  0.991  1.515
N  0.066  -0.399  0.925
C  -1.264  -0.845  1.566
N  -1.173  -0.841  2.986
C  -0.122  -1.764  3.428
C  -0.865  0.509  3.468
H  0.918  -2.351  1.106
H  2.107  -1.012  1.072
H  2.443  0.340  2.998
H  1.510  0.011  4.466
H  1.346  1.292  1.107
H  -0.406  1.665  1.177
H  -1.476  -1.849  1.196
H  -2.027  -0.144  1.229
H  -0.347  -2.775  3.086
H  -0.081  -1.764  4.515
H  -0.821  0.500  4.555
H  -1.648  1.201  3.156

Results
* multiplicity: 1
* E_LUMO: -10.89 eV
* frontier orbital gap: 6.53 eV
* charge: +3
* relative energy (zero: lowest compared OMol25 entry of this formula, charge and spin): 0.054 eV
* molar mass: 677.6 g mol⁻¹


[4]
Computed, not measured: the molecule C21H25Cl2N3O, with the ωB97M-V functional and the def2-TZVPD basis.

Positions of all 52 atoms, in Å:
C  2.847  -2.773  -2.469
C  2.573  -1.454  -1.819
C  2.523  -0.274  -2.552
C  2.235  0.936  -1.959
C  1.976  1.017  -0.589
N  1.658  2.250  -0.045
C  1.076  2.615  1.165
O  1.181  3.766  1.545
N  0.410  1.647  1.830
C  -0.254  1.969  3.076
C  -1.604  1.264  3.264
C  -1.457  -0.217  3.627
C  -0.952  -1.082  2.466
N  -1.284  -0.487  1.175
C  -1.121  -1.438  0.093
C  -0.967  -0.811  -1.270
C  -0.971  0.559  -1.491
C  -0.837  1.064  -2.773
C  -0.668  0.219  -3.853
C  -0.637  -1.148  -3.626
Cl  -0.388  -2.227  -4.953
C  -0.796  -1.664  -2.355
C  -2.609  0.112  1.236
C  -2.529  1.413  2.041
C  2.085  -0.144  0.172
C  2.368  -1.345  -0.449
Cl  2.459  -2.768  0.541
H  3.797  -3.180  -2.124
H  2.884  -2.666  -3.550
H  2.069  -3.491  -2.214
H  2.704  -0.314  -3.616
H  2.198  1.833  -2.559
H  1.972  3.054  -0.571
H  0.042  0.833  1.338
H  0.404  1.700  3.913
H  -0.394  3.055  3.105
H  -2.070  1.758  4.124
H  -2.437  -0.578  3.947
H  -0.782  -0.325  4.477
H  0.135  -1.193  2.514
H  -1.391  -2.090  2.559
H  -0.217  -2.020  0.296
H  -1.962  -2.155  0.058
H  -1.073  1.241  -0.664
H  -0.857  2.132  -2.930
H  -0.555  0.607  -4.853
H  -0.781  -2.733  -2.203
H  -2.962  0.318  0.224
H  -3.331  -0.582  1.698
H  -2.152  2.214  1.404
H  -3.534  1.691  2.358
H  1.977  -0.108  1.243

Results
* multiplicity: 1
* E_LUMO: 0.65 eV
* frontier orbital gap: 8.78 eV
* SMILES: Cc1ccc(NC(=O)NCC2CCN(Cc3cccc(Cl)c3)CC2)cc1Cl
* relative energy (zero: lowest compared OMol25 entry of this formula, charge and spin): 0.000 eV
* molar mass: 406.4 g mol⁻¹


[5]
Computed, not measured: a 2-piece molecular cluster, C21H25ClO2 overall in a non-equilibrium geometry, with the ωB97M-V functional and the def2-TZVPD basis.

Positions of all 49 atoms, in Å:
C  -1.361  -0.179  1.977
C  -0.167  0.681  1.921
C  1.175  0.311  1.959
C  2.186  1.346  1.971
C  1.796  2.791  1.969
C  3.529  1.017  1.982
C  3.960  -0.314  2.008
C  5.420  -0.627  2.042
C  2.999  -1.330  2.009
C  1.640  -1.062  1.985
C  0.710  -2.229  1.982
H  -2.259  0.454  1.960
H  -1.439  -0.844  1.106
H  -1.409  -0.795  2.887
H  -0.403  1.743  1.896
H  2.697  3.410  2.043
H  1.271  3.079  1.048
H  1.145  3.044  2.815
H  4.270  1.820  1.975
H  5.575  -1.708  2.050
H  5.939  -0.205  1.172
H  5.896  -0.200  2.934
H  3.336  -2.371  2.028
H  1.296  -3.156  1.981
H  0.066  -2.258  2.869
H  0.073  -2.253  1.089
C  -5.551  -1.913  0.137
C  -4.412  -1.812  -0.836
O  -3.912  -0.465  -0.870
C  -2.981  -0.367  -1.874
C  -2.191  0.836  -1.847
C  -1.119  1.047  -2.718
C  -0.819  0.160  -3.812
C  0.288  0.364  -4.625
Cl  0.642  -0.764  -5.865
C  1.123  1.480  -4.434
C  0.855  2.359  -3.372
C  -0.230  2.156  -2.534
O  -2.869  -1.305  -2.679
H  -5.723  -2.971  0.332
H  -5.353  -1.413  1.088
H  -6.470  -1.518  -0.302
H  -3.590  -2.473  -0.531
H  -4.755  -2.117  -1.830
H  -2.447  1.585  -1.109
H  -1.450  -0.704  -3.974
H  1.960  1.635  -5.105
H  1.512  3.210  -3.201
H  -0.445  2.824  -1.696

Results
* multiplicity: 1
* E_LUMO: -2.83 eV
* frontier orbital gap: 2.68 eV
* relative energy (zero: lowest compared OMol25 entry of this formula, charge and spin): 2.154 eV
* molar mass: 344.9 g mol⁻¹


[6]
Computed, not measured: a 2-piece molecular cluster, C21H25FN3 overall in a non-equilibrium geometry, with the ωB97M-V functional and the def2-TZVPD basis.

Positions of all 50 atoms, in Å:
C  -1.480  0.649  2.943
N  -1.144  -0.752  2.814
C  -2.172  -1.703  3.151
C  -1.836  -3.027  2.498
C  -0.463  -3.488  2.901
N  0.519  -2.429  2.703
C  1.925  -2.850  2.697
C  2.794  -1.697  3.146
C  2.424  -0.395  2.490
N  1.017  -0.092  2.589
C  0.184  -1.095  2.696
H  -0.571  1.215  2.722
H  -2.270  0.918  2.231
H  -1.836  0.905  3.951
H  -2.257  -1.829  4.257
H  -3.136  -1.325  2.766
H  -2.569  -3.763  2.828
H  -1.901  -2.937  1.405
H  -0.457  -3.793  3.968
H  -0.192  -4.364  2.294
H  2.064  -3.703  3.376
H  2.225  -3.194  1.690
H  2.686  -1.579  4.228
H  3.838  -1.948  2.954
H  2.941  0.418  3.003
H  2.740  -0.396  1.435
F  4.833  7.844  1.998
C  3.753  7.045  1.756
C  3.517  5.963  2.616
C  2.436  5.145  2.339
C  1.572  5.357  1.216
C  0.506  4.429  1.017
C  -0.621  4.536  0.154
C  -1.669  3.569  0.314
C  -2.791  3.558  -0.505
C  -2.930  4.512  -1.534
C  -1.944  5.489  -1.693
C  -0.824  5.519  -0.867
C  1.875  6.485  0.386
C  2.944  7.333  0.664
H  4.163  5.773  3.466
H  2.198  4.301  2.998
H  0.531  3.548  1.662
H  -1.564  2.845  1.127
H  -3.560  2.802  -0.357
H  -3.789  4.480  -2.198
H  -2.041  6.245  -2.480
H  -0.116  6.324  -1.022
H  1.286  6.713  -0.490
H  3.147  8.194  0.025

Results
* multiplicity: 1
* E_LUMO: -5.90 eV
* frontier orbital gap: 3.91 eV
* charge: +1
* relative energy (zero: lowest compared OMol25 entry of this formula, charge and spin): 0.000 eV
* molar mass: 338.4 g mol⁻¹


[7]
Computed, not measured: C21H25I2N2O3PSTi as an isolated structure, with the ωB97M-V functional and the def2-TZVPD basis.

Positions of all 56 atoms, in Å:
Ti  1.108  -1.833  0.961
I  3.927  -0.730  1.448
C  4.160  -2.643  2.347
I  2.945  -4.107  1.389
H  3.837  -2.564  3.379
H  5.198  -2.945  2.261
O  -0.370  -2.787  4.314
S  -0.283  -1.993  3.159
O  -0.471  -2.702  1.824
O  1.103  -1.396  2.851
C  -1.353  -0.604  3.204
C  -2.060  -0.410  4.375
C  -2.841  0.737  4.512
C  -2.881  1.670  3.495
C  -2.170  1.458  2.313
C  -1.402  0.317  2.141
P  -0.636  -0.024  0.531
C  -1.921  -0.554  -0.609
C  -2.890  0.337  -1.077
C  -3.883  -0.109  -1.932
C  -3.923  -1.444  -2.322
C  -2.977  -2.341  -1.848
C  -1.981  -1.897  -0.989
C  0.085  1.519  -0.095
C  1.004  2.206  0.704
C  1.677  3.311  0.205
C  1.433  3.748  -1.094
C  0.511  3.076  -1.890
C  -0.157  1.957  -1.397
H  -1.995  -1.135  5.175
H  -3.402  0.897  5.423
H  -3.469  2.571  3.606
H  -2.228  2.202  1.527
H  -2.877  1.378  -0.775
H  -4.637  0.580  -2.288
H  -4.707  -1.788  -2.983
H  -3.031  -3.386  -2.123
H  -1.306  -2.633  -0.558
H  1.176  1.893  1.729
H  2.367  3.855  0.837
H  1.927  4.638  -1.465
H  0.251  3.469  -2.867
H  -0.904  1.466  -2.010
N  2.611  1.039  -3.726
C  2.028  -0.288  -3.316
C  2.301  -0.537  -1.835
N  1.535  -1.692  -1.305
H  2.456  1.213  -4.724
H  3.621  1.089  -3.567
H  2.164  1.803  -3.197
H  2.459  -1.048  -3.966
H  0.958  -0.219  -3.512
H  2.015  0.348  -1.262
H  3.358  -0.729  -1.655
H  1.953  -2.563  -1.629
H  0.587  -1.677  -1.691

Results
* multiplicity: 2
* E_LUMO (spin up / spin down): -9.47 / -9.15 eV
* frontier orbital gap (spin up / spin down): 7.90 / 8.21 eV
* <S²>: 0.754
* charge: +3
* relative energy (zero: lowest compared OMol25 entry of this formula, charge and spin): 0.482 eV
* molar mass: 718.2 g mol⁻¹


[8]
Computed, not measured: C21H25LaOSe as an isolated structure in a non-equilibrium geometry, with the ωB97M-V functional and the def2-TZVPD basis.

Positions of all 49 atoms, in Å:
La  0.000  0.000  0.000
C  -2.330  -0.641  0.149
C  -1.688  -1.257  1.239
C  -1.220  -0.251  2.099
H  -1.531  -2.313  1.361
C  -1.575  0.994  1.548
C  -2.265  0.755  0.345
H  -2.672  1.506  -0.308
H  -2.773  -1.150  -0.689
H  -0.615  -0.404  2.975
H  -1.315  1.959  1.946
C  0.267  -0.495  -2.360
C  -0.764  0.443  -2.261
C  -0.220  1.635  -1.723
H  -1.797  0.276  -2.509
C  1.165  1.439  -1.558
C  1.465  0.123  -1.924
H  2.420  -0.364  -1.841
H  0.168  -1.522  -2.665
H  -0.756  2.542  -1.506
H  1.846  2.154  -1.129
O  1.194  0.770  1.167
C  2.655  3.392  1.240
C  3.025  2.140  1.952
C  1.538  4.218  1.754
C  3.557  3.928  0.192
C  2.588  0.863  1.225
H  2.585  2.114  2.952
H  4.110  2.077  2.079
H  3.044  0.830  0.231
H  2.954  -0.017  1.766
H  1.856  4.884  2.570
H  0.742  3.593  2.159
H  1.112  4.861  0.982
H  4.364  4.544  0.616
H  3.029  4.566  -0.519
H  4.048  3.132  -0.371
Se  0.917  -2.933  -0.320
C  -0.743  -3.906  -0.582
C  -0.982  -5.042  0.205
C  -2.152  -5.790  0.033
C  -3.093  -5.407  -0.927
C  -2.862  -4.278  -1.715
C  -1.692  -3.532  -1.546
H  -0.258  -5.351  0.948
H  -2.329  -6.668  0.640
H  -3.997  -5.986  -1.063
H  -3.589  -3.981  -2.460
H  -1.547  -2.673  -2.171

Results
* multiplicity: 1
* E_LUMO (spin up / spin down): 4.43 / 4.43 eV
* frontier orbital gap (spin up / spin down): 2.46 / 2.46 eV
* charge: -2
* molar mass: 511.3 g mol⁻¹


- Which value of molar mass does entry 6 give?
  338.4 g mol⁻¹


- Look up the molar mass of the first one.
  492.4 g mol⁻¹